(1)
# C2H3N3

The molecule C2H3N3 in a non-equilibrium geometry (wB97M-V/def2-TZVPD, the OMol25 dataset).

Last columns: bonded neighbours and bond lengths (Å).
CARTESIAN COORDINATES (ANGSTROEM)
1 C 0.993 0.045 0.852  N2 1.384, H6 1.084, H7 1.039, H8 1.097
2 N -0.055 0.640 0.171  C1 1.384, N3 1.239
3 N -0.606 -0.132 -0.626  N2 1.239, C4 1.283
4 C -1.614 -0.045 -1.416  N3 1.283, N5 1.169
5 N -2.557 -0.251 -2.073  C4 1.169
6 H 1.021 -0.985 0.518  C1 1.084
7 H 0.925 0.076 1.888  C1 1.039
8 H 1.893 0.651 0.687  C1 1.097

Properties
LUMO = -1.059 eV
net charge = 0
total energy = -242.17011 hartree
max |F| = 4.00 eV/A
gap between HOMO and LUMO = 8.800 eV
SMILES string = C/N=N/C#N

(2)
# C3H5B

The molecule C3H5B in a non-equilibrium geometry (wB97M-V/def2-TZVPD, the OMol25 dataset).

Last columns: bonded neighbours and bond lengths (Å).
CARTESIAN COORDINATES (ANGSTROEM)
1 C 1.222 -0.302 -0.060  B2 1.544, C4 1.496, H5 1.107, H6 1.003
2 B 0.004 -1.199 0.245  C1 1.544, C3 1.569, C4 1.694
3 C -1.219 -0.255 -0.029  B2 1.569, C4 1.472, H7 1.154, H8 1.142
4 C 0.006 0.495 0.293  C1 1.496, B2 1.694, C3 1.472, H9 1.090
5 H 1.936 0.049 0.710  C1 1.107
6 H 1.488 -0.508 -1.005  C1 1.003
7 H -1.420 -0.620 -1.105  C3 1.154
8 H -2.201 -0.155 0.545  C3 1.142
9 H -0.074 1.008 1.252  C4 1.090

Properties
LUMO = 0.345 eV
net charge = 0
total energy = -141.99180 hartree
max |F| = 5.42 eV/A
gap between HOMO and LUMO = 7.815 eV
SMILES string = C1B2CC12